Entry 1:
Here is the molecule C2H5NOS at a distorted geometry from the OMol25 dataset. Energies are from wB97M-V/def2-TZVPD.

Calculated values
Energy above the lowest of the compared OMol25 structures with the same formula, charge and spin, kJ/mol: 113.2
LUMO level, eV: 0.61
Largest force on an atom, eV/A: 1.8
Orbital gap, eV: 9.668
HOMO energy, eV: -9.05

Last column: Löwdin charge in e.
Positions of all 10 atoms, in Å:
C  0.949  0.964  -0.080  -0.04
C  0.711  -0.488  -0.135  -0.60
H  0.133  1.447  -0.621  0.04
H  1.852  1.205  -0.658  0.09
H  0.956  1.410  0.955  0.11
H  -0.673  -1.835  0.537  0.07
H  -2.946  -0.303  0.615  -0.14
N  -0.594  -0.931  0.169  -0.37
O  1.624  -1.239  -0.406  0.07
S  -2.011  -0.230  -0.375  0.76

Entry 2:
Here is a cluster of 2 separate species, C2H5NOS in total at a distorted geometry from the OMol25 dataset. Energies are from wB97M-V/def2-TZVPD.

Calculated values
2S+1: 3
Energy above the lowest of the compared OMol25 structures with the same formula, charge and spin, kJ/mol: 184.2
LUMO level (alpha / beta), eV: 0.85 / -1.63
Largest force on an atom, eV/A: 3.8
Orbital gap (alpha / beta), eV: 7.017 / 7.852
HOMO energy (alpha / beta), eV: -6.17 / -9.48

Last column: Löwdin charge in e.
Positions of all 10 atoms, in Å:
C  -0.255  -0.995  0.208  -0.55
C  -0.371  2.035  -1.156  -0.16
N  0.298  -1.418  1.358  -0.11
O  -1.096  2.382  -2.011  0.03
S  -1.161  -2.333  -0.456  0.70
H  -0.014  2.742  -0.405  0.08
H  -0.134  1.029  -0.909  0.01
H  0.859  -0.810  1.953  0.09
H  0.326  -2.345  1.687  0.05
H  -1.852  -1.840  -1.503  -0.15

Entry 3:
Here is the molecule C2H5NOS2 at a distorted geometry from the OMol25 dataset. Energies are from wB97M-V/def2-TZVPD.

Calculated values
Energy above the lowest of the compared OMol25 structures with the same formula, charge and spin, kJ/mol: 110.3
LUMO level, eV: 0.41
Largest force on an atom, eV/A: 1.9
Orbital gap, eV: 8.959
HOMO energy, eV: -8.55

Last column: Löwdin charge in e.
Positions of all 11 atoms, in Å:
C  -0.254  1.517  -0.010  -0.04
C  1.128  -0.513  -0.282  -1.07
H  -0.756  1.025  0.841  0.07
H  -0.970  1.760  -0.806  0.09
H  0.230  2.407  0.348  0.08
H  0.492  -2.274  0.480  0.06
H  -2.051  -0.868  0.692  -0.09
N  0.172  -1.381  0.157  -0.41
O  0.733  0.660  -0.685  -0.16
S  2.687  -0.968  -0.267  0.69
S  -1.412  -1.366  -0.468  0.78

Entry 4:
Here is the molecule C2H5NP2 at a distorted geometry from the OMol25 dataset. Energies are from wB97M-V/def2-TZVPD.

Calculated values
Energy above the lowest of the compared OMol25 structures with the same formula, charge and spin, kJ/mol: 296.6
LUMO level (alpha / beta), eV: -1.33 / -1.42
Largest force on an atom, eV/A: 4.4
Orbital gap (alpha / beta), eV: 6.635 / 6.511
HOMO energy (alpha / beta), eV: -7.96 / -7.93

Last column: Löwdin charge in e.
Positions of all 10 atoms, in Å:
C  -0.885  1.614  -0.773  -0.69
C  0.638  -1.724  0.606  -0.26
N  -0.743  1.070  0.426  -0.37
P  -0.037  1.163  -2.201  0.75
P  0.117  -0.086  1.065  0.82
H  -1.483  2.427  -0.756  -0.02
H  1.294  -2.251  1.350  0.00
H  1.174  -1.836  -0.356  -0.03
H  0.405  -0.138  -1.712  -0.19
H  -0.481  -0.240  2.352  -0.01

Entry 5:
Here is the molecule C2H5NP2 at a distorted geometry from the OMol25 dataset. Energies are from wB97M-V/def2-TZVPD.

Calculated values
Energy above the lowest of the compared OMol25 structures with the same formula, charge and spin, kJ/mol: 110.4
LUMO level, eV: 0.43
Largest force on an atom, eV/A: 4.4
Orbital gap, eV: 8.949
HOMO energy, eV: -8.52

Last column: Löwdin charge in e.
Positions of all 10 atoms, in Å:
C  1.940  0.194  0.736  -0.22
C  -1.427  0.206  -1.007  -0.75
N  1.174  0.482  -0.181  -0.35
P  -0.299  1.214  0.134  0.68
P  -1.618  -0.501  0.606  0.57
H  3.023  -0.277  0.554  0.11
H  1.565  0.080  1.760  0.05
H  -2.421  0.767  -1.257  0.05
H  -1.102  -0.558  -1.691  0.01
H  -0.834  -1.607  0.346  -0.14

Entry 6:
Here is the molecule C2H5NS at a distorted geometry from the OMol25 dataset. Energies are from wB97M-V/def2-TZVPD.

Calculated values
Energy above the lowest of the compared OMol25 structures with the same formula, charge and spin, kJ/mol: 65.0
LUMO level, eV: 0.61
Largest force on an atom, eV/A: 6.4
Orbital gap, eV: 8.771
HOMO energy, eV: -8.17

Last column: Löwdin charge in e.
Positions of all 9 atoms, in Å:
C  -1.283  -1.081  0.008  -0.15
C  -0.313  0.091  -0.085  -0.92
H  -1.010  -2.083  -0.607  0.12
H  -1.380  -1.314  1.103  0.08
H  -2.380  -0.761  -0.322  0.10
H  -0.348  2.104  0.046  0.06
H  -1.886  1.209  0.261  0.15
N  -0.844  1.296  -0.037  0.07
S  1.405  -0.143  0.015  0.49

Entry 7:
Here is the molecule C2H5NS at a distorted geometry from the OMol25 dataset. Energies are from wB97M-V/def2-TZVPD.

Calculated values
Energy above the lowest of the compared OMol25 structures with the same formula, charge and spin, kJ/mol: 224.6
LUMO level, eV: 1.02
Largest force on an atom, eV/A: 3.9
Orbital gap, eV: 9.524
HOMO energy, eV: -8.51

Last column: Löwdin charge in e.
Positions of all 9 atoms, in Å:
C  -0.907  -0.540  -0.269  -0.20
C  -0.351  0.169  0.893  -0.26
N  0.613  -0.345  -0.095  -0.54
S  1.282  0.612  -1.306  0.69
H  -1.163  -1.620  -0.071  0.11
H  -1.479  -0.015  -1.032  0.09
H  -0.294  1.341  0.849  0.12
H  -0.315  -0.193  1.966  0.11
H  2.612  0.590  -0.935  -0.13

Entry 8:
Here is the molecule C2H5NS at a distorted geometry from the OMol25 dataset. Energies are from wB97M-V/def2-TZVPD.

Calculated values
Energy above the lowest of the compared OMol25 structures with the same formula, charge and spin, kJ/mol: 191.2
LUMO level, eV: 0.77
Largest force on an atom, eV/A: 2.2
Orbital gap, eV: 8.935
HOMO energy, eV: -8.17

Last column: Löwdin charge in e.
Positions of all 9 atoms, in Å:
C  0.295  0.096  0.487  -0.71
C  -0.990  -0.451  -0.097  -0.12
N  1.117  1.119  -0.109  -0.34
S  1.909  -0.440  -0.126  0.75
H  0.255  0.007  1.540  0.07
H  -0.728  -0.984  -1.080  0.08
H  -1.749  0.384  -0.136  0.09
H  -1.208  -1.351  0.557  0.09
H  1.098  1.621  -1.035  0.09

Entry 9:
Here is the molecule C2H5NS2 at a distorted geometry from the OMol25 dataset. Energies are from wB97M-V/def2-TZVPD.

Calculated values
Energy above the lowest of the compared OMol25 structures with the same formula, charge and spin, kJ/mol: 317.9
LUMO level, eV: -0.33
Largest force on an atom, eV/A: 5.9
Orbital gap, eV: 8.273
HOMO energy, eV: -8.61

Last column: Löwdin charge in e.
Positions of all 10 atoms, in Å:
C  -1.321  0.854  -0.307  -0.43
C  1.231  -1.331  0.259  -0.58
H  -1.939  1.137  0.699  0.09
H  -1.659  -0.031  -0.838  -0.06
H  -1.664  1.409  -1.276  0.04
H  1.597  0.562  1.140  -0.02
H  2.224  -1.847  0.592  0.10
N  1.217  0.071  0.458  -0.52
S  0.523  1.282  -0.347  0.83
S  -0.209  -2.106  -0.379  0.54

Entry 10:
Here is a structure of composition C2H5NS2 at a distorted geometry from the OMol25 dataset. Energies are from wB97M-V/def2-TZVPD.

Calculated values
Energy above the lowest of the compared OMol25 structures with the same formula, charge and spin, kJ/mol: 464.1
LUMO level, eV: -0.50
Largest force on an atom, eV/A: 6.2
Orbital gap, eV: 7.852
HOMO energy, eV: -8.35

Last column: Löwdin charge in e.
Positions of all 10 atoms, in Å:
C  -1.410  -0.934  0.422  -0.41
C  1.815  0.648  -0.216  -0.76
H  -1.486  0.344  0.856  0.11
H  -0.865  -1.938  0.870  0.08
H  -2.567  -1.153  0.190  0.03
H  -0.106  1.919  -0.459  0.18
H  2.418  1.423  0.106  0.01
N  0.429  0.846  -0.042  -0.41
S  -0.646  -0.249  -1.246  0.62
S  2.419  -0.906  -0.481  0.54

Entry 11:
Here is the molecule C2H5NS2 at a distorted geometry from the OMol25 dataset. Energies are from wB97M-V/def2-TZVPD.

Calculated values
Energy above the lowest of the compared OMol25 structures with the same formula, charge and spin, kJ/mol: 103.4
LUMO level, eV: 0.40
Largest force on an atom, eV/A: 1.3
Orbital gap, eV: 8.995
HOMO energy, eV: -8.59

Last column: Löwdin charge in e.
Positions of all 10 atoms, in Å:
C  -2.056  -0.981  0.585  -0.36
C  1.225  0.702  0.422  -0.80
H  -2.054  -0.624  1.628  0.04
H  -1.458  -1.879  0.518  0.01
H  -3.057  -1.266  0.190  0.04
H  -0.462  1.991  0.612  0.09
H  1.706  1.448  1.111  0.07
N  -0.091  1.093  0.274  -0.46
S  -1.313  0.278  -0.592  0.79
S  1.997  -0.631  -0.159  0.58

Entry 12:
Here is a cluster of 2 separate species, C2H5NSi in total at a distorted geometry from the OMol25 dataset. Energies are from wB97M-V/def2-TZVPD.

Calculated values
Energy above the lowest of the compared OMol25 structures with the same formula, charge and spin, kJ/mol: 271.8
LUMO level, eV: -1.31
Largest force on an atom, eV/A: 3.0
Orbital gap, eV: 7.790
HOMO energy, eV: -9.10

Last column: Löwdin charge in e.
Positions of all 9 atoms, in Å:
C  2.047  0.790  -0.364  -0.46
C  0.676  0.684  -0.038  -0.46
N  3.177  0.842  -0.454  0.14
Si  0.131  -0.962  -0.974  0.75
H  0.763  0.646  1.125  0.11
H  -0.072  1.504  -0.277  0.08
H  -3.032  -1.662  1.037  0.01
H  -2.635  -1.432  1.618  0.01
H  -1.056  -0.409  -1.672  -0.19